[1]
{
  "formula": "C2H9N2S2",
  "method": "ωB97M-V with the def2-TZVPD basis set",
  "elements": ["H", "N", "H", "H", "H", "C", "H", "H", "H", "N", "H", "H", "S", "C", "S"],
  "xyz": [[-0.30281, 3.41404, -0.88088], [-1.76082, -0.30105, 1.00520], [2.53248, -0.00509, -1.39089], [0.50842, -2.43392, 1.56562], [-2.77955, -0.37195, 0.84511], [-1.04560, -1.40845, 0.97880], [0.81011, -0.30904, -1.73907], [1.67058, 1.00405, -2.53685], [0.85684, -0.64610, 1.38536], [0.30673, -1.55241, 1.17108], [-1.22709, 0.65551, 1.02138], [-1.65017, -2.26500, 0.89649], [-0.72949, 2.17919, -0.46091], [1.54799, 0.48765, -1.61854], [1.26236, 1.55257, -0.24191]],
  "atomic_forces_ev_per_a": [[-0.7, -0.5, 0.3], [2.0, 1.0, -0.4], [-0.8, 0.4, -0.2], [1.0, -0.9, 0.3], [1.1, 0.4, 0.1], [1.5, 1.3, 1.1], [0.0, 0.2, 0.1], [0.0, 0.6, -0.8], [-0.9, -2.1, -0.4], [-2.7, 3.5, -0.4], [-1.8, -1.9, 0.2], [-0.2, -1.4, -0.2], [1.3, 1.0, -0.7], [1.0, -1.5, 0.1], [-0.7, 0.0, 0.9]],
  "charge": 1,
  "de_lowest_kj_mol": 69.8,
  "homo_ev": -12.993,
  "orbital_gap_ev": 9.137,
  "e_tot_ha": -987.23474
}


[2]
{
  "formula": "C2H9N3",
  "method": "ωB97M-V with the def2-TZVPD basis set",
  "elements": ["H", "H", "H", "N", "C", "H", "H", "N", "H", "H", "H", "H", "N", "C"],
  "xyz": [[0.49935, -3.66612, -0.15800], [-0.01369, -0.36311, 0.01352], [-0.48395, -1.44275, -1.13633], [0.11846, -3.56084, 0.77288], [-0.65816, -2.31741, 0.67254], [1.07693, 5.34210, -1.17025], [-0.72311, 4.14940, -0.96197], [-0.07071, -1.33869, -0.22606], [-1.68528, -2.49576, 0.34920], [0.86299, -3.46827, 1.45804], [-0.73293, -1.95865, 1.70681], [0.31082, 2.80108, -0.14793], [1.26149, 4.53334, -0.57182], [0.23780, 3.78567, -0.60065]],
  "atomic_forces_ev_per_a": [[0.5, -0.5, 0.2], [-0.2, -0.1, 0.4], [0.0, 0.3, -0.2], [-0.8, 0.4, -0.4], [0.1, 0.2, 1.2], [0.0, 0.4, 0.6], [-0.1, -0.4, -0.4], [0.4, -0.3, -0.4], [0.0, -0.5, 0.0], [0.0, 0.1, -0.4], [0.0, 0.4, -0.3], [-0.2, 0.0, 0.2], [0.0, -0.5, -0.9], [0.3, 0.6, 0.6]],
  "de_lowest_kj_mol": 158.6,
  "homo_ev": -9.266,
  "orbital_gap_ev": 10.040,
  "e_tot_ha": -245.81126,
  "smiles": "C=N.NCN"
}


[3]
{
  "formula": "C2H9N3O",
  "method": "ωB97M-V with the def2-TZVPD basis set",
  "elements": ["C", "H", "N", "H", "O", "H", "H", "H", "H", "C", "N", "H", "H", "H", "N"],
  "xyz": [[-1.35010, 0.76196, 0.71352], [2.05064, 1.59695, -0.71043], [-0.33214, -0.23567, 0.46240], [-2.28649, 0.25861, 0.95251], [1.87581, -0.63820, 0.82091], [-1.03863, 1.36562, 1.56281], [0.17990, -1.78210, -0.82261], [-1.51439, 1.41730, -0.15161], [-0.85716, -0.54240, -1.58395], [-0.65474, -1.10013, -0.65959], [0.96248, 0.40890, 0.41261], [1.52986, -0.84549, 1.71782], [1.62585, 0.14378, -1.48099], [-1.53819, -1.68523, -0.40692], [1.34730, 0.87608, -0.82651]],
  "atomic_forces_ev_per_a": [[0.1, 0.2, -0.1], [-0.1, -0.3, 0.0], [0.5, 0.4, -0.1], [0.0, 0.0, 0.0], [-0.1, 0.0, 0.4], [-0.1, 0.0, 0.0], [-0.1, -0.1, 0.0], [0.0, 0.0, 0.0], [0.0, 0.0, 0.0], [0.3, 0.1, -0.1], [-0.8, -0.4, 0.7], [0.4, 0.1, -0.8], [0.2, 0.1, 0.2], [0.0, 0.0, 0.0], [-0.4, -0.2, -0.3]],
  "de_lowest_kj_mol": 376.5,
  "homo_ev": -8.906,
  "orbital_gap_ev": 10.017,
  "e_tot_ha": -320.98833,
  "smiles": "CN(C)N(N)O"
}


[4]
{
  "formula": "C2H9N3O",
  "method": "ωB97M-V with the def2-TZVPD basis set",
  "elements": ["H", "N", "C", "H", "H", "H", "H", "C", "O", "H", "H", "H", "N", "H", "N"],
  "xyz": [[0.57403, -2.61164, 0.70485], [1.28498, -1.64816, -0.82294], [0.20150, 1.39678, -0.86429], [-2.04647, -0.61877, 0.23092], [0.74690, 2.24106, -0.46329], [-1.52546, 1.53471, 0.43264], [0.56425, -2.08118, -1.43759], [-0.70853, 0.82882, 0.21415], [-1.27099, -0.38330, -0.29707], [-0.38898, 1.71673, -1.72428], [0.90106, 0.62670, -1.17307], [0.85857, 0.07601, 1.26510], [0.03699, 0.64894, 1.43041], [-0.52215, 0.21023, 2.15416], [1.29430, -1.93693, 0.35030]],
  "atomic_forces_ev_per_a": [[0.0, 0.2, -0.7], [0.3, 0.2, -1.6], [-0.5, -0.1, 0.1], [0.2, 0.1, -0.1], [0.1, 0.2, 0.0], [0.1, -0.2, -0.1], [-0.1, -0.2, 0.6], [0.1, 0.5, 0.2], [-0.5, -0.3, -0.1], [0.1, -0.1, 0.0], [0.2, 0.0, -0.1], [-0.1, 0.0, 0.1], [0.0, 0.0, 0.1], [0.1, 0.1, 0.0], [0.1, -0.5, 1.6]],
  "de_lowest_kj_mol": 248.5,
  "homo_ev": -9.141,
  "orbital_gap_ev": 9.848,
  "e_tot_ha": -321.03709,
  "smiles": "[H]/N=N\\[H].C[C@H](N)O"
}


[5]
{
  "formula": "C2H9N3O",
  "method": "ωB97M-V with the def2-TZVPD basis set",
  "elements": ["H", "H", "H", "H", "N", "H", "O", "N", "N", "H", "H", "C", "H", "C", "H"],
  "xyz": [[-0.10933, -0.52940, 2.96419], [0.18416, 0.21073, -2.66244], [-0.99110, -1.78140, -2.85658], [0.16580, -0.55879, 0.56580], [1.94156, 0.12312, 1.27762], [2.20058, -0.78703, 1.63504], [-2.75076, -0.91760, -2.38735], [-0.81762, 0.25723, -2.56783], [-0.26679, 0.30918, 2.41794], [2.41417, 0.84255, 1.80214], [0.06241, 1.10265, 2.96612], [-1.56085, -0.87419, -2.60055], [-1.24942, 1.14958, -2.38718], [0.51027, 0.26672, 1.18133], [0.26690, 1.18663, 0.65177]],
  "atomic_forces_ev_per_a": [[0.0, 0.0, 0.1], [-0.2, 0.0, 0.0], [0.2, 0.1, 0.0], [-0.2, -0.1, 0.0], [0.4, -0.2, -0.4], [0.1, 0.1, 0.1], [0.0, 0.0, -0.1], [0.4, 0.0, -0.1], [0.2, 0.2, -0.1], [-0.1, 0.1, 0.1], [-0.2, -0.2, 0.0], [-0.4, 0.0, 0.1], [-0.1, -0.2, 0.1], [-0.2, 0.2, 0.2], [0.1, 0.0, -0.1]],
  "de_lowest_kj_mol": 58.3,
  "homo_ev": -9.118,
  "orbital_gap_ev": 9.979,
  "e_tot_ha": -321.10954,
  "smiles": "NC=O.NCN"
}


[6]
{
  "formula": "C2H9N4",
  "method": "ωB97M-V with the def2-TZVPD basis set",
  "elements": ["H", "N", "C", "H", "N", "H", "H", "N", "C", "H", "H", "H", "N", "H", "H"],
  "xyz": [[-0.84199, -0.41890, 1.97250], [0.70514, 1.69892, 0.29393], [0.58371, 0.62444, 0.94854], [2.47030, 0.28206, 1.61373], [-0.92281, -1.12087, -1.33087], [1.67343, 2.00408, 0.29574], [-0.77949, -0.66168, -0.37061], [1.58090, -0.16686, 1.48259], [-0.98415, -0.35129, -2.34312], [-0.72223, -0.73210, -3.32215], [1.27643, -0.83995, 2.16362], [-1.34085, 0.95484, 1.18079], [-0.74723, 0.13624, 1.13179], [-0.61058, -2.07303, -1.49508], [-1.34057, 0.66410, -2.22139]],
  "atomic_forces_ev_per_a": [[-0.2, 0.0, 0.0], [0.1, 0.1, 0.0], [0.2, 0.2, 0.6], [0.1, -0.2, 0.1], [1.3, 0.5, -0.4], [0.0, 0.1, -0.3], [-1.2, -0.4, 0.3], [-1.0, 0.1, -0.4], [-0.4, -0.2, 0.0], [-0.3, 0.0, -0.1], [0.5, 0.0, 0.3], [-0.2, -0.1, 0.0], [0.7, -0.2, -0.2], [0.0, 0.0, 0.2], [0.4, 0.2, 0.1]],
  "charge": 1,
  "de_lowest_kj_mol": 123.3,
  "homo_ev": -13.373,
  "orbital_gap_ev": 8.452,
  "e_tot_ha": -300.37236
}


[7]
{
  "formula": "C2H9N4O",
  "method": "ωB97M-V with the def2-TZVPD basis set",
  "elements": ["C", "N", "H", "N", "N", "O", "H", "H", "H", "H", "H", "C", "H", "N", "H", "H"],
  "xyz": [[-1.83800, -0.04003, -0.49421], [0.07766, -2.03161, 0.46995], [-2.83558, 0.40232, -0.23244], [1.69206, -0.54092, -0.08291], [-0.82918, 0.32181, 0.53737], [-0.44823, 1.71516, 0.51355], [1.24554, 1.37288, 0.33364], [2.08366, 1.03375, -1.27632], [-1.91974, -1.22453, -0.69117], [-1.44992, 0.44812, -1.39732], [2.98487, 1.11083, 0.25299], [0.53646, -0.77032, 0.32454], [-0.83556, -2.13552, 0.83294], [2.00021, 0.90055, -0.18937], [0.59772, -2.72559, -0.04765], [-1.06197, 2.16309, 1.14642]],
  "atomic_forces_ev_per_a": [[0.3, -0.6, -1.0], [1.3, 1.5, -0.4], [1.0, -0.6, -0.1], [2.6, 1.5, 0.1], [2.3, -3.2, 1.3], [-0.6, -0.6, -0.3], [0.0, 1.1, -0.7], [-0.4, 0.5, 2.7], [0.2, 3.0, 0.7], [-0.7, -0.3, -0.4], [-2.3, -0.7, -1.0], [-5.4, 1.2, 0.3], [-0.7, -0.6, 0.2], [2.2, -1.2, -1.5], [-0.3, -0.4, 0.4], [0.7, -0.7, -0.4]],
  "charge": 1,
  "de_lowest_kj_mol": 611.5,
  "homo_ev": -13.617,
  "orbital_gap_ev": 10.066,
  "e_tot_ha": -375.46460,
  "smiles": "CN(O)/C(N)=N\\[NH3+]"
}


[8]
{
  "formula": "C2H9N5",
  "method": "ωB97M-V with the def2-TZVPD basis set",
  "elements": ["H", "N", "N", "H", "H", "H", "H", "N", "N", "H", "H", "C", "C", "N", "H", "H"],
  "xyz": [[-0.26210, -2.90351, -0.27803], [-1.44111, 0.54209, 0.65014], [-0.81691, -0.68028, 0.99910], [1.41993, -2.63070, -0.32062], [-1.14660, 2.05613, -0.66291], [0.90098, 2.73154, 0.12109], [-0.58433, -0.02257, -1.80908], [0.60333, 1.87556, 0.57558], [0.52881, -2.38900, 0.08336], [1.22292, -0.49337, 0.58239], [0.93725, 0.66518, -1.56765], [0.32007, -1.03379, 0.33307], [-0.57068, 1.28864, -0.12001], [0.09702, 0.30254, -1.12980], [0.31589, 2.10216, 1.52101], [-1.52448, -1.41063, 1.02235]],
  "atomic_forces_ev_per_a": [[0.2, 0.0, -0.1], [-0.4, 0.8, 0.4], [0.6, -0.7, -1.0], [-0.1, 0.0, 0.1], [0.1, -0.3, 0.1], [0.0, 0.1, 0.1], [0.1, 0.3, -0.1], [0.0, 0.0, -0.1], [-0.3, 0.9, -0.2], [-0.1, 0.0, 0.0], [-0.1, -0.2, 0.1], [0.0, -0.6, 1.5], [0.5, -0.8, -0.3], [-0.7, 0.5, -0.3], [-0.1, 0.0, -0.1], [0.2, 0.0, 0.0]],
  "de_lowest_kj_mol": 348.0,
  "homo_ev": -6.095,
  "orbital_gap_ev": 6.873,
  "e_tot_ha": -355.26629
}


[9]
{
  "formula": "C2H9N6O2",
  "method": "ωB97M-V with the def2-TZVPD basis set",
  "elements": ["H", "H", "C", "C", "H", "N", "H", "H", "N", "N", "N", "O", "N", "H", "O", "H", "H", "N", "H"],
  "xyz": [[-2.19374, -0.86409, -1.59108], [-3.81012, -0.20584, 1.30345], [2.44193, -0.17532, 0.06786], [-2.16035, 0.31412, 0.03374], [-1.62687, 1.57634, 1.56162], [1.35955, -0.77620, -0.15624], [1.38843, -1.82190, -0.11356], [-0.52457, 1.53749, 0.36330], [-3.42964, -0.00032, 0.35180], [3.62665, -0.74953, 0.21712], [2.44609, 1.22375, 0.26125], [1.46631, 1.90517, 0.07717], [-1.36565, 1.18490, 0.70857], [0.36547, -0.23353, -0.88759], [-0.51682, 0.09708, -1.55087], [4.51230, -0.30057, 0.54021], [-3.98618, -0.67259, -0.18188], [-1.68799, -0.29445, -1.04627], [3.69520, -1.74452, 0.04140]],
  "atomic_forces_ev_per_a": [[-2.4, -2.5, -2.3], [1.3, 1.2, -0.7], [1.5, 0.5, 0.8], [0.8, -0.4, -0.4], [-1.0, 0.5, 1.3], [-1.7, -1.9, -0.3], [0.2, 1.4, -0.2], [1.3, 0.1, -1.1], [-2.3, -0.9, 2.1], [2.3, -0.3, 0.5], [-0.2, 0.0, -0.4], [0.3, 0.2, 0.1], [-2.1, -1.8, -0.8], [-1.3, -0.2, -0.5], [1.7, 0.5, -0.5], [-1.6, -0.2, -0.5], [1.0, 0.5, -0.7], [2.3, 3.0, 3.3], [0.0, 0.3, 0.1]],
  "multiplicity": 3,
  "charge": 1,
  "homo_ev": [-12.819, -12.808],
  "orbital_gap_ev": [10.246, 7.396],
  "e_tot_ha": -560.24779
}


Copy entry 8 word for word.
{
  "formula": "C2H9N5",
  "method": "ωB97M-V with the def2-TZVPD basis set",
  "elements": ["H", "N", "N", "H", "H", "H", "H", "N", "N", "H", "H", "C", "C", "N", "H", "H"],
  "xyz": [[-0.26210, -2.90351, -0.27803], [-1.44111, 0.54209, 0.65014], [-0.81691, -0.68028, 0.99910], [1.41993, -2.63070, -0.32062], [-1.14660, 2.05613, -0.66291], [0.90098, 2.73154, 0.12109], [-0.58433, -0.02257, -1.80908], [0.60333, 1.87556, 0.57558], [0.52881, -2.38900, 0.08336], [1.22292, -0.49337, 0.58239], [0.93725, 0.66518, -1.56765], [0.32007, -1.03379, 0.33307], [-0.57068, 1.28864, -0.12001], [0.09702, 0.30254, -1.12980], [0.31589, 2.10216, 1.52101], [-1.52448, -1.41063, 1.02235]],
  "atomic_forces_ev_per_a": [[0.2, 0.0, -0.1], [-0.4, 0.8, 0.4], [0.6, -0.7, -1.0], [-0.1, 0.0, 0.1], [0.1, -0.3, 0.1], [0.0, 0.1, 0.1], [0.1, 0.3, -0.1], [0.0, 0.0, -0.1], [-0.3, 0.9, -0.2], [-0.1, 0.0, 0.0], [-0.1, -0.2, 0.1], [0.0, -0.6, 1.5], [0.5, -0.8, -0.3], [-0.7, 0.5, -0.3], [-0.1, 0.0, -0.1], [0.2, 0.0, 0.0]],
  "de_lowest_kj_mol": 348.0,
  "homo_ev": -6.095,
  "orbital_gap_ev": 6.873,
  "e_tot_ha": -355.26629
}


Please write out number 7 again, unchanged.
{
  "formula": "C2H9N4O",
  "method": "ωB97M-V with the def2-TZVPD basis set",
  "elements": ["C", "N", "H", "N", "N", "O", "H", "H", "H", "H", "H", "C", "H", "N", "H", "H"],
  "xyz": [[-1.83800, -0.04003, -0.49421], [0.07766, -2.03161, 0.46995], [-2.83558, 0.40232, -0.23244], [1.69206, -0.54092, -0.08291], [-0.82918, 0.32181, 0.53737], [-0.44823, 1.71516, 0.51355], [1.24554, 1.37288, 0.33364], [2.08366, 1.03375, -1.27632], [-1.91974, -1.22453, -0.69117], [-1.44992, 0.44812, -1.39732], [2.98487, 1.11083, 0.25299], [0.53646, -0.77032, 0.32454], [-0.83556, -2.13552, 0.83294], [2.00021, 0.90055, -0.18937], [0.59772, -2.72559, -0.04765], [-1.06197, 2.16309, 1.14642]],
  "atomic_forces_ev_per_a": [[0.3, -0.6, -1.0], [1.3, 1.5, -0.4], [1.0, -0.6, -0.1], [2.6, 1.5, 0.1], [2.3, -3.2, 1.3], [-0.6, -0.6, -0.3], [0.0, 1.1, -0.7], [-0.4, 0.5, 2.7], [0.2, 3.0, 0.7], [-0.7, -0.3, -0.4], [-2.3, -0.7, -1.0], [-5.4, 1.2, 0.3], [-0.7, -0.6, 0.2], [2.2, -1.2, -1.5], [-0.3, -0.4, 0.4], [0.7, -0.7, -0.4]],
  "charge": 1,
  "de_lowest_kj_mol": 611.5,
  "homo_ev": -13.617,
  "orbital_gap_ev": 10.066,
  "e_tot_ha": -375.46460,
  "smiles": "CN(O)/C(N)=N\\[NH3+]"
}